Entry 1:
{"formula": "C9H14", "method": "the ωB97M-V functional and the def2-TZVPD basis", "symbols": ["C", "C", "C", "C", "C", "C", "C", "H", "H", "H", "H", "H", "H", "H", "H", "C", "C", "H", "H", "H", "H", "H", "H"], "positions_angstrom": [[0.753, 2.665, -0.523], [-0.506, 1.824, -0.426], [-1.589, 2.155, 0.370], [-2.605, 1.238, 0.520], [-2.597, 0.019, -0.035], [-1.529, -0.318, -0.891], [-0.619, 0.692, -1.213], [0.779, 3.555, 0.142], [0.734, 2.990, -1.500], [1.652, 2.063, -0.325], [-1.623, 3.207, 0.852], [-3.440, 1.593, 1.261], [-3.371, -0.658, 0.197], [-1.589, -1.141, -1.527], [0.004, 0.473, -2.107], [2.147, -3.243, 0.568], [1.799, -1.856, 0.735], [1.525, -3.942, 1.128], [2.027, -3.551, -0.562], [3.114, -3.444, 0.915], [2.532, -1.091, 0.553], [0.863, -1.617, 0.119], [1.537, -1.610, 1.748]], "atomic_forces_ev_per_a": [[-0.500, -0.303, 1.965], [0.451, 0.904, 0.204], [0.884, 1.805, 0.501], [-2.413, 2.810, 3.138], [1.393, -1.387, -0.788], [-1.129, 2.773, -0.039], [0.364, -2.068, -0.458], [-0.250, -0.665, -0.314], [0.676, 0.994, -2.307], [-0.315, 0.159, -0.149], [0.063, -2.060, -0.583], [1.332, -1.025, -1.641], [-0.730, -0.822, 0.080], [0.018, -1.553, -0.646], [0.143, 0.436, 1.023], [-0.583, -2.656, -2.747], [-2.925, 2.686, -0.251], [-0.360, 0.213, -0.054], [0.596, 0.376, 2.129], [1.710, -0.438, 0.145], [0.662, -0.032, -0.803], [1.314, -0.017, 0.861], [-0.399, -0.128, 0.734]], "spin_multiplicity": 1}

=====

Entry 2:
{"formula": "C27H31Cl2N4O2PPd", "method": "the ωB97M-V functional and the def2-TZVPD basis", "symbols": ["Pd", "Cl", "C", "C", "C", "N", "C", "O", "C", "C", "C", "C", "C", "N", "C", "C", "C", "Cl", "N", "C", "O", "C", "C", "C", "C", "C", "N", "H", "H", "H", "H", "H", "H", "H", "H", "H", "H", "C", "C", "C", "P", "C", "C", "C", "C", "C", "C", "H", "H", "H", "H", "H", "H", "H", "H", "H", "H", "H", "H", "H", "H", "H", "H", "H", "H", "H", "H", "H"], "positions_angstrom": [[-0.026, -0.326, 0.826], [2.586, 2.951, 6.865], [2.489, 2.323, 5.226], [1.372, 1.567, 4.875], [1.221, 1.051, 3.589], [0.068, 0.450, 3.151], [-0.917, 0.002, 3.899], [-0.935, -0.485, 5.047], [-2.259, 0.330, 3.232], [-3.183, 1.009, 4.030], [-4.264, 1.635, 3.441], [-4.401, 1.563, 2.061], [-3.464, 0.822, 1.359], [-2.430, 0.193, 1.909], [2.292, 1.249, 2.638], [3.385, 2.020, 3.020], [3.485, 2.557, 4.306], [4.905, 3.512, 4.707], [2.173, 0.562, 1.443], [3.205, 0.215, 0.712], [4.331, 0.737, 0.549], [3.020, -1.162, 0.024], [3.955, -1.607, -0.904], [3.876, -2.910, -1.367], [2.891, -3.746, -0.855], [2.008, -3.216, 0.077], [2.047, -1.951, 0.480], [0.609, 1.364, 5.613], [-2.998, 1.055, 5.095], [-4.973, 2.195, 4.041], [-5.209, 2.058, 1.536], [-3.543, 0.732, 0.277], [4.179, 2.178, 2.306], [4.726, -0.917, -1.217], [4.581, -3.278, -2.105], [2.809, -4.783, -1.160], [1.223, -3.827, 0.512], [-1.799, 2.624, -2.325], [-1.963, 1.141, -2.676], [-1.808, 0.969, -4.187], [-0.911, 0.118, -1.458], [-2.005, -1.417, -1.443], [-1.312, -2.426, -0.541], [-2.530, -2.029, -2.742], [0.645, -0.359, -2.403], [1.520, 0.892, -2.524], [0.675, -1.171, -3.700], [-2.532, 3.245, -2.854], [-0.802, 2.978, -2.603], [-1.908, 2.792, -1.252], [-2.985, 0.848, -2.399], [-0.824, 1.315, -4.514], [-2.554, 1.572, -4.719], [-1.922, -0.064, -4.512], [-2.882, -1.058, -0.891], [-0.466, -2.895, -1.051], [-1.989, -3.219, -0.200], [-0.944, -1.843, 0.366], [-1.728, -2.367, -3.399], [-3.153, -1.331, -3.306], [-3.150, -2.903, -2.510], [1.110, -0.984, -1.636], [1.155, 1.562, -3.312], [2.550, 0.615, -2.770], [1.545, 1.445, -1.583], [0.201, -0.670, -4.545], [0.211, -2.150, -3.577], [1.722, -1.349, -3.972]], "atomic_forces_ev_per_a": [[0.099, 1.285, -0.583], [0.012, -0.010, -0.064], [-0.148, -0.039, 0.093], [0.071, 0.074, 0.110], [-0.057, -0.271, -0.199], [0.032, 0.364, -0.278], [-0.196, -0.089, 0.125], [0.010, 0.159, 0.049], [0.317, 0.111, -0.140], [-0.070, -0.060, 0.051], [-0.012, 0.000, 0.019], [0.001, -0.031, -0.005], [-0.052, -0.232, -0.117], [-0.125, 0.203, 0.449], [-0.157, -0.107, -0.162], [0.086, 0.088, 0.070], [0.097, -0.005, -0.159], [-0.062, -0.034, 0.006], [-0.025, -0.359, 0.423], [0.167, -0.135, -0.248], [-0.009, 0.015, 0.076], [-0.023, 0.390, 0.330], [0.033, -0.050, -0.135], [0.009, 0.079, -0.006], [-0.047, 0.003, 0.049], [0.043, 0.097, -0.249], [0.063, -0.255, 0.157], [0.013, -0.008, 0.000], [-0.008, -0.009, -0.003], [-0.002, -0.001, 0.001], [0.001, 0.014, 0.011], [-0.004, -0.009, 0.004], [-0.006, -0.003, 0.010], [0.005, -0.015, 0.001], [0.006, -0.006, 0.003], [0.009, 0.001, -0.012], [-0.020, -0.004, -0.025], [-0.036, 0.028, 0.002], [0.121, 0.312, 0.055], [0.020, -0.016, -0.021], [0.127, -0.777, 0.532], [0.022, 0.025, -0.138], [-0.052, -0.029, 0.117], [-0.055, -0.054, 0.021], [0.007, 0.019, -0.021], [0.020, 0.000, -0.007], [0.010, 0.004, -0.019], [0.013, -0.015, -0.014], [-0.011, -0.020, 0.011], [-0.009, -0.019, -0.002], [0.005, -0.003, 0.013], [-0.021, -0.010, 0.020], [0.005, 0.009, 0.017], [0.008, 0.023, 0.008], [0.040, 0.065, 0.038], [0.047, 0.037, 0.060], [-0.051, 0.018, -0.077], [-0.196, -0.776, -0.304], [-0.044, 0.003, 0.029], [-0.004, -0.002, 0.015], [-0.004, 0.009, -0.003], [-0.030, 0.031, -0.036], [0.008, -0.009, 0.016], [-0.016, 0.000, -0.028], [-0.013, -0.020, 0.017], [0.015, -0.015, 0.046], [0.026, 0.026, 0.000], [-0.002, 0.005, 0.003]], "spin_multiplicity": 1, "total_charge": -2}

=====

Entry 3:
{"formula": "C40H114N6O22", "method": "the ωB97M-V functional and the def2-TZVPD basis", "symbols": ["C", "C", "O", "O", "H", "H", "H", "H", "H", "H", "C", "C", "O", "O", "H", "H", "H", "H", "H", "H", "C", "C", "O", "O", "H", "H", "H", "H", "H", "H", "C", "C", "O", "O", "H", "H", "H", "H", "H", "H", "C", "C", "O", "O", "H", "H", "H", "H", "H", "H", "C", "C", "O", "O", "H", "H", "H", "H", "H", "H", "C", "C", "O", "O", "H", "H", "H", "H", "H", "H", "C", "C", "O", "O", "H", "H", "H", "H", "H", "H", "C", "C", "C", "O", "C", "N", "H", "H", "H", "H", "H", "H", "H", "H", "H", "H", "H", "C", "C", "C", "O", "C", "N", "H", "H", "H", "H", "H", "H", "H", "H", "H", "H", "H", "C", "C", "C", "O", "C", "N", "H", "H", "H", "H", "H", "H", "H", "H", "H", "H", "H", "C", "C", "C", "O", "C", "N", "H", "H", "H", "H", "H", "H", "H", "H", "H", "H", "H", "C", "C", "C", "O", "C", "N", "H", "H", "H", "H", "H", "H", "H", "H", "H", "H", "H", "C", "C", "C", "O", "C", "N", "H", "H", "H", "H", "H", "H", "H", "H", "H", "H", "H"], "positions_angstrom": [[0.462, 5.674, 2.606], [1.810, 6.148, 1.966], [2.493, 5.058, 1.344], [0.703, 5.169, 3.909], [0.078, 4.914, 1.925], [-0.142, 6.580, 2.562], [2.512, 6.556, 2.693], [1.579, 7.021, 1.355], [2.541, 4.324, 1.961], [-0.142, 4.823, 4.204], [2.781, 2.482, 5.895], [2.561, 2.190, 4.384], [2.715, 3.332, 3.504], [1.685, 3.139, 6.366], [3.672, 3.069, 6.116], [2.944, 1.656, 6.586], [1.516, 1.884, 4.414], [3.199, 1.363, 4.071], [2.088, 4.005, 3.776], [1.794, 4.090, 6.442], [5.146, 1.596, 1.086], [6.444, 1.707, 0.268], [6.771, 0.530, -0.496], [5.269, 0.702, 2.238], [4.380, 1.278, 0.379], [4.888, 2.617, 1.367], [7.197, 1.821, 1.048], [6.436, 2.526, -0.452], [6.721, -0.284, 0.010], [4.596, 0.022, 2.163], [1.604, -3.891, -5.486], [2.572, -4.401, -4.386], [1.823, -4.467, -3.184], [0.436, -4.735, -5.812], [2.183, -3.646, -6.376], [1.207, -2.987, -5.025], [3.440, -3.761, -4.223], [3.034, -5.370, -4.573], [1.001, -4.948, -3.308], [0.130, -4.405, -6.660], [-3.041, -3.179, -0.589], [-3.055, -3.524, 0.934], [-1.743, -3.197, 1.500], [-2.770, -1.896, -0.860], [-4.026, -3.381, -1.010], [-2.266, -3.703, -1.148], [-3.296, -4.583, 1.032], [-3.826, -2.905, 1.394], [-1.768, -2.987, 2.436], [-1.895, -1.793, -0.478], [-2.137, 2.542, 3.443], [-1.608, 3.237, 4.700], [-1.977, 4.608, 4.768], [-1.934, 1.086, 3.453], [-1.684, 3.005, 2.566], [-3.207, 2.741, 3.507], [-0.544, 3.009, 4.766], [-2.068, 2.739, 5.553], [-2.724, 4.708, 5.363], [-2.527, 0.636, 2.847], [-0.995, -6.691, 0.388], [0.241, -5.766, 0.508], [1.335, -6.470, 1.069], [-0.619, -7.909, -0.342], [-1.859, -6.096, 0.093], [-1.269, -6.995, 1.398], [-0.135, -4.976, 1.158], [0.538, -5.378, -0.466], [1.724, -7.136, 0.498], [-0.199, -7.598, -1.146], [2.334, -3.529, 2.430], [2.919, -2.348, 3.311], [3.036, -1.099, 2.652], [2.345, -4.883, 2.923], [2.883, -3.558, 1.489], [1.272, -3.330, 2.283], [3.960, -2.605, 3.511], [2.366, -2.269, 4.247], [2.184, -0.658, 2.615], [1.915, -5.415, 2.249], [-0.628, -3.898, 5.518], [-1.399, -2.584, 5.419], [-0.589, -1.253, 5.670], [-0.279, -1.143, 7.075], [0.292, 0.169, 7.299], [-2.241, -2.476, 4.170], [-0.356, -4.062, 6.560], [0.312, -3.796, 4.976], [-1.192, -4.740, 5.116], [-1.966, -2.657, 6.348], [-1.253, -0.463, 5.320], [0.323, -1.093, 5.094], [0.498, 0.334, 8.357], [-0.383, 0.941, 6.932], [1.196, 0.226, 6.693], [-3.034, -3.098, 4.235], [-2.629, -1.548, 4.081], [-1.356, 0.939, -5.785], [-1.955, -0.466, -5.778], [-1.824, -1.366, -4.541], [-2.373, -2.576, -4.915], [-2.473, -3.486, -3.856], [-3.367, -0.378, -6.123], [-1.544, 1.535, -6.678], [-0.273, 1.026, -5.702], [-1.813, 1.479, -4.955], [-1.364, -0.973, -6.541], [-2.437, -0.988, -3.722], [-0.800, -1.604, -4.253], [-2.740, -4.468, -4.246], [-3.302, -3.257, -3.187], [-1.540, -3.509, -3.292], [-3.656, -1.336, -6.261], [-3.425, -0.099, -7.092], [-3.805, 1.647, 0.174], [-4.582, 0.903, 1.222], [-5.976, 0.518, 0.815], [-6.614, -0.092, 1.989], [-8.049, -0.339, 1.762], [-3.821, -0.222, 1.617], [-3.734, 1.005, -0.704], [-2.762, 1.921, 0.333], [-4.241, 2.611, -0.089], [-4.505, 1.484, 2.142], [-6.026, -0.206, 0.002], [-6.617, 1.331, 0.475], [-8.604, 0.542, 1.442], [-8.628, -0.672, 2.624], [-8.235, -1.161, 1.070], [-3.682, -0.805, 0.804], [-4.576, -0.676, 2.111], [-1.403, 3.394, -2.301], [-0.829, 4.768, -2.784], [-1.811, 5.746, -3.469], [-2.366, 5.316, -4.774], [-1.497, 5.519, -5.889], [-0.189, 5.340, -1.609], [-2.069, 2.988, -3.063], [-2.084, 3.503, -1.457], [-0.689, 2.591, -2.124], [-0.070, 4.490, -3.515], [-1.293, 6.683, -3.672], [-2.597, 5.946, -2.740], [-0.475, 5.242, -5.632], [-1.486, 6.566, -6.191], [-1.857, 5.022, -6.791], [-0.006, 6.297, -1.873], [0.741, 4.967, -1.484], [3.627, -0.816, -3.457], [4.282, -0.426, -4.746], [4.248, 1.139, -4.776], [3.025, 1.778, -5.245], [2.577, 1.597, -6.597], [5.592, -1.005, -4.934], [3.888, -0.323, -2.520], [3.675, -1.874, -3.200], [2.541, -0.764, -3.533], [3.676, -0.819, -5.563], [5.209, 1.384, -5.229], [4.469, 1.622, -3.824], [2.488, 0.529, -6.795], [3.277, 1.956, -7.352], [1.670, 2.151, -6.836], [6.078, -0.743, -5.780], [6.190, -0.548, -4.261], [1.002, 2.024, 1.039], [0.242, 0.625, 0.864], [0.757, -0.224, -0.328], [-0.062, -1.344, -0.363], [0.477, -2.366, -1.240], [0.445, -0.141, 2.023], [0.530, 2.620, 1.820], [0.893, 2.605, 0.124], [2.038, 1.937, 1.368], [-0.846, 0.682, 0.825], [1.818, -0.466, -0.266], [0.585, 0.401, -1.204], [-0.195, -3.207, -1.414], [1.454, -2.779, -0.991], [0.562, -1.839, -2.190], [-0.036, -1.011, 1.845], [-0.175, 0.311, 2.680]], "atomic_forces_ev_per_a": [[1.953, 1.230, -1.119], [-0.212, -1.154, 1.218], [-0.411, 1.122, -1.258], [-0.133, 0.144, -0.310], [-0.300, -0.032, 0.052], [-0.629, -0.226, 0.601], [-0.309, 0.112, 0.674], [0.205, -0.629, -0.998], [0.158, -0.236, 0.280], [-0.113, 0.185, 0.486], [2.027, 0.275, -0.739], [0.195, 0.089, 0.993], [0.791, -1.382, 0.856], [-2.560, 1.312, 1.156], [0.363, 0.273, -0.612], [-0.199, -0.889, -0.770], [-0.188, -0.340, -0.583], [0.020, 0.262, -0.421], [-0.622, 0.329, 0.480], [0.211, -0.053, -0.167], [0.278, -0.326, -0.520], [0.003, -1.650, 1.192], [-0.278, 0.516, -0.544], [0.414, 1.346, -1.491], [-0.356, -0.352, 0.214], [-0.084, -0.014, 0.562], [0.488, 0.486, -0.218], [-0.099, 0.016, 0.250], [-0.111, 0.244, 0.512], [-0.441, -0.314, 0.132], [0.179, 0.039, 0.286], [-1.404, -1.030, -0.520], [0.357, 0.273, 0.998], [1.847, 0.325, 0.742], [-0.145, -0.035, -0.189], [-0.025, 0.365, -0.289], [-0.443, 0.556, -0.141], [-0.279, -0.322, -0.424], [0.030, -0.134, -0.437], [-0.177, -0.038, 0.002], [-0.570, -2.283, 0.883], [1.426, 0.787, -0.518], [-0.919, -0.802, -2.197], [0.096, 2.982, 0.142], [-0.090, -0.508, 0.054], [-0.196, -1.336, 0.326], [-0.004, -0.103, 0.270], [-0.116, -0.130, 0.192], [-0.504, 0.234, 0.992], [0.758, 1.074, 0.068], [-0.736, -0.730, 0.225], [-0.621, -1.980, 0.539], [0.627, -0.041, -0.649], [0.938, 2.031, 1.167], [-0.141, -0.085, -0.238], [-0.185, 0.029, -0.653], [0.283, 0.784, 0.244], [0.151, -0.284, 0.104], [0.093, -0.033, -0.031], [-0.685, -0.173, -0.805], [1.617, -0.530, 0.490], [-1.251, -1.345, -0.467], [-0.072, 0.434, 0.664], [-1.009, 1.428, 0.555], [-0.085, -0.314, -1.078], [0.263, -0.393, 0.022], [0.786, 0.317, 0.122], [-0.129, 0.303, -0.147], [-0.368, 0.061, -0.243], [-0.040, -0.103, -0.315], [-0.543, 0.133, -0.071], [0.758, -1.606, -0.316], [0.482, -0.683, -0.145], [0.948, 1.514, 1.501], [-0.083, 0.533, -0.273], [-0.122, 0.620, -0.544], [-0.061, -0.231, 0.471], [-0.036, 0.041, 0.090], [-1.070, 0.328, -0.355], [0.107, -0.377, -0.222], [0.871, 0.788, -0.661], [0.145, 0.422, 0.664], [-0.674, -1.019, 0.217], [-0.205, 0.831, -0.709], [-0.293, -0.899, -0.572], [1.021, -0.127, 0.875], [-0.140, -0.159, -0.036], [0.074, -0.380, -0.264], [-0.019, 0.010, 0.114], [-0.968, 0.576, -0.188], [-0.173, 0.428, 0.377], [0.298, -0.547, -0.251], [-0.009, -0.295, -0.123], [-0.160, 0.118, 0.081], [0.282, 0.208, 0.213], [-0.078, -0.226, 0.171], [0.004, 0.299, 0.072], [-0.092, 0.519, 1.198], [1.196, 0.228, -0.718], [-0.208, 1.010, -0.169], [-0.752, -1.563, -0.905], [-0.545, -0.276, -0.075], [-0.110, -0.541, -0.535], [-0.585, -0.427, -0.264], [0.110, -0.569, 0.420], [0.133, 0.345, 0.054], [-0.097, -0.612, -0.380], [0.331, 0.489, 0.419], [0.396, 0.765, 0.265], [0.468, -0.031, -0.258], [0.063, 0.503, 0.189], [0.129, -0.215, 0.119], [-0.411, -0.484, 0.651], [0.044, 0.871, -0.205], [-0.062, 0.629, -1.443], [1.235, 2.146, 0.023], [-1.699, -0.201, 0.876], [-1.558, 0.106, -0.628], [0.560, -0.126, -0.008], [-0.047, -1.797, 0.621], [-0.244, 0.113, -0.414], [0.054, -0.419, 0.992], [-0.438, -0.133, -0.237], [-1.254, 0.660, -0.021], [0.551, -0.251, -0.182], [0.219, 0.490, 0.147], [0.443, 0.288, -0.355], [0.957, 0.118, 0.756], [0.431, 0.122, -0.537], [0.525, -0.307, -0.396], [0.431, -1.205, 0.925], [-1.393, 0.503, -1.173], [0.234, -2.483, -0.079], [0.225, -0.587, -0.850], [0.307, -0.195, 1.386], [0.014, 0.655, 0.635], [-0.200, 1.404, -0.247], [0.026, -0.042, -0.400], [0.373, 0.244, 0.369], [0.398, 0.439, 0.218], [0.117, 0.116, -0.422], [0.191, 0.210, 0.211], [-0.513, -0.018, -0.510], [0.072, -0.272, -0.264], [0.062, 0.413, 0.261], [-0.116, -0.593, 0.461], [0.173, 0.579, 0.401], [0.077, -0.437, 0.124], [-1.236, -1.811, 1.108], [-0.933, 1.158, -0.143], [0.116, 0.040, -0.777], [0.562, 0.020, -0.118], [1.287, -0.609, 0.119], [0.869, 0.229, 0.918], [0.455, 0.501, -0.354], [0.688, -0.301, -0.262], [-0.190, 0.760, -0.207], [-0.230, 0.182, -0.079], [-0.282, 0.674, -1.538], [-0.781, -0.483, 0.557], [-0.528, -0.074, -0.124], [0.577, 0.205, 0.167], [-0.198, -0.200, 0.816], [-0.615, 0.057, -0.689], [0.362, -0.329, 0.718], [-1.524, -1.118, -0.570], [1.885, 1.196, -1.122], [-0.804, 2.184, 0.379], [0.306, -2.397, -0.134], [-0.285, 1.159, -0.718], [0.268, -0.957, 2.254], [-0.246, -0.138, 0.140], [0.326, 0.073, -0.064], [0.017, -0.375, -0.367], [-0.212, 0.931, -1.110], [0.104, -0.099, 0.311], [0.190, -0.067, -0.604], [-0.320, 0.264, 0.544], [0.036, 0.306, 0.541], [0.303, -0.347, -0.445], [0.030, -0.692, 0.103], [0.109, -0.060, 0.934]], "spin_multiplicity": 1}

=====

Number 1: LUMO level 0.996 eV. Number 2: LUMO level 4.488 eV. Number 3: LUMO level 0.314 eV.